ORCA calculation (ωB97M-V/def2-TZVPD) on the molecule C27H30N4O4.

The calculated total energy comes out at -42636.893 eV. The energy above the lowest of the compared OMol25 structures with the same formula, charge and spin is 51.1 kcal/mol. The HOMO energy is -7.6 eV. For the lowest unoccupied orbital energy, the calculation gives 0.36 eV. The HOMO-LUMO gap is 7.9 eV. As for the structure (SMILES): COc1ccccc1N1CCN(C(=O)C(=O)c2cn(CC(=O)N3CCCC3)c3ccccc23)CC1.

Geometry (Å):
C -6.6489 -2.9041 1.6763
O -5.7943 -2.0907 0.9136
C -6.2042 -0.8208 0.5901
C -7.3798 -0.2612 1.0593
C -7.7766 1.0079 0.6629
C -6.9886 1.7224 -0.2129
C -5.7987 1.1821 -0.6714
C -5.3671 -0.0846 -0.2837
N -4.2103 -0.6706 -0.7931
C -3.2325 -1.2444 0.1054
C -2.1874 -0.1905 0.5094
N -1.5564 0.3315 -0.6801
C -0.3004 0.0526 -1.0724
O 0.1751 0.4193 -2.1350
C 0.5497 -0.7911 -0.1249
O 0.3431 -1.9880 -0.0138
C 1.6625 -0.1041 0.4915
C 2.7396 -0.7428 1.0757
N 3.6502 0.1549 1.5056
C 4.9300 -0.1918 2.0589
C 5.6236 -1.3079 1.2597
O 6.0210 -2.3163 1.8109
N 5.7614 -1.1040 -0.0573
C 5.4023 0.0632 -0.8407
C 6.1963 -0.1162 -2.1331
C 6.1943 -1.6330 -2.3091
C 6.3836 -2.1328 -0.8818
C 3.1837 1.4223 1.2375
C 3.7516 2.6598 1.5110
C 3.0495 3.7843 1.1321
C 1.8084 3.6825 0.5026
C 1.2363 2.4581 0.2334
C 1.9288 1.3045 0.5931
C -2.4964 0.9259 -1.6087
C -3.5676 -0.1194 -1.9636
H -6.1479 -3.8690 1.7429
H -7.6214 -3.0350 1.1911
H -6.7965 -2.5056 2.6860
H -8.0159 -0.8175 1.7292
H -8.7016 1.4190 1.0366
H -7.2865 2.7076 -0.5392
H -5.1996 1.7705 -1.3478
H -3.7229 -1.6407 0.9898
H -2.7200 -2.0627 -0.4109
H -1.4411 -0.6296 1.1703
H -2.6832 0.6382 1.0303
H 2.9014 -1.7991 1.1791
H 5.5693 0.6941 2.0740
H 4.8220 -0.5603 3.0856
H 5.6556 0.9888 -0.3195
H 4.3281 0.0666 -1.0600
H 5.7405 0.4098 -2.9685
H 7.2171 0.2453 -2.0020
H 6.9792 -1.9831 -2.9750
H 5.2301 -1.9597 -2.6989
H 5.9110 -3.0978 -0.6884
H 7.4429 -2.2177 -0.6164
H 4.7042 2.7492 2.0122
H 3.4639 4.7613 1.3299
H 1.2875 4.5864 0.2250
H 0.2769 2.3965 -0.2535
H -1.9423 1.2312 -2.4981
H -2.9488 1.8034 -1.1352
H -4.3141 0.3015 -2.6368
H -3.0698 -0.9489 -2.4795

ORCA calculation (ωB97M-V/def2-TZVPD) on a structure of composition C27H30N4OS.

The calculated total energy comes out at -47305.308 eV. The energy above the lowest of the compared OMol25 structures with the same formula, charge and spin is 594.4 kcal/mol. The HOMO energy is -7.4 eV. For the lowest unoccupied orbital energy, the calculation gives 0.32 eV. The HOMO-LUMO gap is 7.7 eV.

Geometry (Å):
C -8.3379 -1.2877 0.0027
C -7.8888 0.1315 0.3248
O -6.9666 0.8456 -0.5813
C -5.7472 0.4045 -0.5125
C -5.1855 -0.5820 0.2964
C -3.9015 -0.7207 0.4792
C -3.1294 -0.1441 -0.3515
C -3.6569 0.8335 -1.5907
C -5.0463 1.0616 -1.5481
H -5.4175 1.6358 -2.1914
H -3.0842 1.4862 -2.2064
N -1.7642 -0.1390 -0.7203
C -0.7371 -0.6760 0.2577
N 0.5187 -0.7231 0.0064
C 1.5529 -0.9568 0.8175
C 2.2584 -2.2498 0.9112
C 3.7538 -2.3812 0.7733
C 4.3392 -3.4816 0.6456
N 3.8587 -4.4828 0.4017
C 2.4035 -4.5440 0.6530
C 1.6289 -3.4480 0.6038
H 0.4804 -3.3962 0.9036
H 1.9580 -5.4489 0.5143
H 5.3935 -3.4216 0.6809
H 4.2664 -1.1220 0.5498
H 2.3225 -0.0604 0.8637
H 1.0957 -1.1039 1.9308
C 0.9089 -0.7909 -1.4540
H -0.0245 -1.4682 -1.8611
H 1.7634 -1.6682 -1.3901
C 1.2839 0.4851 -2.1500
C 2.5128 0.8929 -1.6627
C 3.8512 0.5628 -1.8181
N 4.6865 1.1090 -1.0939
C 3.9901 2.0355 -0.2608
C 4.5118 3.2113 0.7233
C 3.5471 3.7324 1.2072
C 2.1443 3.5791 1.4178
C 1.6904 2.7078 0.2140
C 2.5296 2.0533 -0.4301
H 0.7303 2.4498 0.1876
C 1.0270 4.4411 2.1867
H 1.0363 5.3513 1.6078
H 1.4071 4.2593 3.0228
H 0.0615 4.0082 1.8038
H 3.9929 4.3717 2.1169
H 5.6072 3.0328 0.9215
H 5.8415 1.0052 -1.0850
C 4.3332 -0.4224 -2.8915
H 3.4214 -0.6544 -3.4935
H 5.2435 -0.1351 -3.3321
H 4.5495 -1.4033 -2.3144
H 0.6755 1.1830 -2.0697
H 1.4543 0.0992 -3.0712
S -1.0460 -0.4818 2.0947
H -1.2399 0.1331 -1.3049
H -3.4367 -1.3556 1.0903
H -5.8757 -0.8909 1.2635
H -8.9071 0.8656 0.2906
H -7.5214 0.1591 1.6508
H -8.7255 -1.3653 -1.1799
H -7.4575 -1.9319 0.0323
H -9.0861 -1.6864 0.5316

ORCA calculation (ωB97M-V/def2-TZVPD) on a structure of composition C27H31Br2N4O7S2W.

The calculated total energy comes out at -212354.705 eV. The energy above the lowest of the compared OMol25 structures with the same formula, charge and spin is 9.0 kcal/mol. The HOMO energy (alpha / beta) is -16.3 / -16.3 eV. For the lowest unoccupied orbital energy (alpha / beta), the calculation gives -10.17 / -9.62 eV. As for the net charge: +3. The HOMO-LUMO gap (alpha / beta) is 6.2 / 6.7 eV. The multiplicity is 3. Its expectation value of S² is 2.012.

Geometry (Å):
W 0.2494 -1.2119 1.1650
O -2.8493 -2.6728 3.6203
C -2.0305 -2.7485 2.6264
O -0.9133 -2.1945 2.6582
C -2.5277 -3.6005 1.4931
O -1.5020 -3.7864 0.5619
C -1.8019 -3.5154 -0.7951
C -1.3180 -2.1292 -1.1963
O -1.0281 -1.8200 -2.3149
O -1.2594 -1.2700 -0.1551
H -2.5096 -2.1283 4.3525
H -3.4267 -3.1310 1.0808
H -2.8349 -4.5557 1.9327
H -2.8716 -3.5897 -1.0085
H -1.2967 -4.2561 -1.4108
Br 4.6150 2.5939 -2.3001
C 3.4161 1.4994 -1.4050
C 2.2511 1.0652 -2.0257
C 1.3762 0.2813 -1.3080
N 1.6134 -0.0826 -0.0341
C 2.7739 0.2935 0.5611
C 3.6832 1.0920 -0.0970
C 2.9964 -0.2421 1.9303
C 4.1224 0.0326 2.6756
C 4.2585 -0.5354 3.9430
Br 5.7600 -0.1740 4.9675
C 3.2561 -1.3732 4.4225
C 2.1555 -1.5976 3.6276
N 2.0160 -1.0481 2.4090
H 2.0187 1.3440 -3.0437
H 0.4530 -0.0778 -1.7514
H 4.6009 1.4052 0.3775
H 4.9007 0.6794 2.2997
H 3.3287 -1.8338 5.3974
H 1.3449 -2.2301 3.9647
C -3.3665 4.1823 1.5844
C -2.4337 4.6181 0.4625
C -0.9576 4.5932 0.8423
N -0.5118 3.3012 1.4292
C -0.7308 2.0826 1.0233
S -0.4412 0.8172 2.2297
N -1.1865 1.7625 -0.1936
C -0.8317 2.4575 -1.4131
O 0.1205 3.1911 -1.3969
C -1.6330 2.0821 -2.5832
C -1.1258 2.4122 -3.8422
C -1.8480 2.0942 -4.9775
C -3.0797 1.4608 -4.8594
C -3.5966 1.1465 -3.6080
C -2.8756 1.4526 -2.4680
H -4.4057 4.3108 1.2873
H -3.2069 4.7744 2.4869
H -3.2337 3.1283 1.8458
H -2.6408 5.6541 0.1881
H -2.6232 4.0393 -0.4428
H -0.7703 5.3204 1.6306
H -0.3134 4.8298 -0.0023
H -0.0809 3.3699 2.3417
H -1.5481 0.8196 -0.3091
H -0.1777 2.9292 -3.9133
H -1.4621 2.3507 -5.9544
H -3.6487 1.2244 -5.7487
H -4.5693 0.6812 -3.5266
H -3.3076 1.2440 -1.4961
C 1.8720 -3.8143 -2.0571
S 2.4753 -3.1346 -0.5279
C 3.0652 -4.6063 0.2768
O 1.1705 -2.7933 0.2583
H 2.7434 -4.0952 -2.6507
H 1.3092 -3.0342 -2.5691
H 1.2492 -4.6832 -1.8513
H 3.9003 -4.9840 -0.3160
H 2.2614 -5.3384 0.3317
H 3.4197 -4.3286 1.2674

ORCA calculation (ωB97M-V/def2-TZVPD) on a structure of composition C27H31Br2N6O3V.

The calculated total energy comes out at -209336.063 eV. The energy above the lowest of the compared OMol25 structures with the same formula, charge and spin is 23.8 kcal/mol. The HOMO energy (alpha / beta) is -15.7 / -15.7 eV. For the lowest unoccupied orbital energy (alpha / beta), the calculation gives -9.75 / -9.52 eV. As for the net charge: +3. The HOMO-LUMO gap (alpha / beta) is 6.0 / 6.2 eV. The multiplicity is 2. Its expectation value of S² is 0.765.

Geometry (Å):
V 0.3042 0.2067 -0.3917
Br -3.8846 0.0532 -2.1892
C -3.5415 -0.9896 -0.6609
C -4.5404 -1.8391 -0.1449
C -4.2843 -2.6074 0.9593
Br -5.6393 -3.7221 1.6083
C -3.0137 -2.5760 1.6089
C -2.6638 -3.3314 2.7512
C -1.4071 -3.2108 3.2709
C -0.4864 -2.3485 2.6483
N -0.7549 -1.6262 1.5819
C -2.0206 -1.7337 1.0806
C -2.3310 -0.9467 -0.0478
O -1.2926 -0.1613 -0.4572
H -5.5063 -1.8801 -0.6278
H -3.3906 -3.9941 3.2007
H -1.1096 -3.7695 4.1465
H 0.5125 -2.2582 3.0646
C -1.5679 5.3032 5.4501
C -0.8340 4.5150 4.4249
C -1.5297 3.8424 3.4032
C -0.8854 3.0780 2.4719
C -1.6903 2.4199 1.3906
C 0.5517 2.9551 2.5575
C 1.2947 2.1125 1.7672
O 0.8708 1.2863 0.8601
C 1.2819 3.7039 3.5661
C 2.7832 3.7478 3.6437
C 0.5653 4.4451 4.4680
H -2.6197 5.4249 5.2065
H -1.1082 6.2832 5.5866
H -1.4931 4.7909 6.4143
H -2.6052 3.9536 3.3490
H -2.6676 2.8928 1.3242
H -1.8536 1.3620 1.6134
H -1.2031 2.4997 0.4187
H 2.3736 2.0990 1.8836
H 3.2649 2.7743 3.5692
H 3.0917 4.1854 4.5894
H 3.1765 4.3817 2.8453
H 1.0908 5.0013 5.2340
N -0.0950 3.6298 -5.9014
C -0.5988 3.0638 -4.8222
N -1.9011 3.1175 -4.5636
N 0.2567 2.4392 -4.0057
C 0.2927 1.8516 -2.9242
N 0.4819 1.3226 -1.8812
H -0.6696 4.1024 -6.5815
H 0.8964 3.5718 -6.0739
H -2.5467 3.5781 -5.1862
H -2.2792 2.6528 -3.7561
O 1.6482 -0.9767 -0.4852
C 2.7462 -1.4158 0.0744
C 3.9412 -1.5597 -0.8022
C 4.9857 -2.5769 -0.3431
C 5.8745 -2.0843 0.7951
C 5.0801 -1.4306 1.9288
C 3.7769 -2.1521 2.2422
N 2.6748 -1.7538 1.3256
H 4.3699 -0.5577 -0.9285
H 3.5377 -1.8289 -1.7811
H 5.6000 -2.8332 -1.2049
H 4.4751 -3.5013 -0.0615
H 6.6061 -1.3689 0.4169
H 6.4415 -2.9309 1.1831
H 4.8478 -0.3879 1.6855
H 5.6815 -1.3999 2.8368
H 3.4157 -1.8984 3.2372
H 3.8901 -3.2357 2.2020
H 1.7423 -1.7104 1.7252